A | 22
Properties=species:S:1:pos:R:3:lowdin_charge:R:1 method="wB97M-V/def2-TZVPD" charge=+1 orbital_gap_ev=11.4
C 0.271 -1.432 1.450 -0.182
H 2.265 -0.699 -0.948 0.156
C 0.058 -2.901 1.078 -0.096
C 0.232 -0.554 0.144 -0.250
H -0.481 -1.099 2.154 0.115
H 1.372 0.794 -0.869 0.131
O -1.718 3.379 -1.381 -0.059
H -0.993 -3.110 0.935 0.079
H 1.270 -1.248 1.848 0.105
N 1.710 -0.116 -0.305 0.156
H -1.546 0.596 0.234 0.134
H 2.396 0.059 0.462 0.165
H 0.439 -3.628 1.802 0.083
N -0.074 1.539 -1.044 -0.008
H 0.627 -3.174 0.170 0.083
H -2.137 2.693 -1.917 0.055
H -0.276 -1.182 -0.615 0.151
C -0.477 0.766 0.162 -0.206
H -0.183 1.391 1.025 0.146
H -0.191 2.480 -0.688 0.075
H -2.015 4.192 -1.812 0.071
H -0.549 1.257 -1.887 0.099



B | 22
Properties=species:S:1:pos:R:3:lowdin_charge:R:1 method="wB97M-V/def2-TZVPD" charge=+1 orbital_gap_ev=3.6
H -3.984 1.461 3.200 -0.005
H 0.118 0.732 -1.732 0.158
H -1.934 -1.818 2.704 0.057
H 1.369 1.462 -0.597 0.160
H 0.093 -1.699 -2.119 0.048
H 1.191 -1.208 -3.299 0.090
H -1.167 -0.228 -0.079 0.152
H -3.699 2.989 3.667 0.004
C 0.810 0.522 -0.838 -0.173
H 2.808 0.323 -3.022 0.107
O -2.034 -0.851 2.704 -0.067
N 3.009 -0.196 -2.169 0.090
C 1.828 -0.512 -1.345 -0.410
H 3.868 0.040 -1.662 0.112
H 0.233 0.321 1.297 0.168
H 1.686 -2.554 -2.004 0.124
H -1.326 -0.472 2.117 -0.022
C -0.062 -0.127 0.220 0.285
N -3.555 2.329 2.926 0.009
H 2.207 -0.985 -0.406 0.148
H -2.584 2.069 2.716 -0.009
C 1.125 -1.597 -2.280 -0.026



So which one is most stable? That would be A, about 121.0 kcal/mol below the next structure.



A | 22
Properties=species:S:1:pos:R:3:lowdin_charge:R:1 method="wB97M-V/def2-TZVPD" charge=+1 orbital_gap_ev=9.9
C 3.111 -0.395 -0.030 -0.063
H 3.425 0.646 -0.018 0.073
H -1.777 -1.188 1.509 0.133
H -1.622 0.525 1.974 0.138
H -1.344 1.020 -0.382 0.143
C 1.726 -0.544 -0.719 -0.262
H -1.259 -0.554 -0.746 0.160
H 0.782 -2.113 0.216 0.129
H -2.818 2.493 -2.511 0.072
H 0.456 -1.011 2.191 0.129
C 0.246 -0.438 1.285 -0.210
H 3.038 -0.786 0.976 0.068
C -1.277 -0.248 1.284 -0.130
H 1.353 0.407 -1.113 0.104
H -2.709 0.192 -0.200 0.151
H 1.846 -1.161 -1.606 0.111
H 0.749 0.517 1.458 0.134
H -3.791 2.504 -1.373 0.063
N -1.701 0.107 -0.084 0.151
O -2.937 2.123 -1.618 -0.053
N 0.668 -1.119 0.093 -0.110
H 3.837 -0.976 -0.586 0.071



B | 22
Properties=species:S:1:pos:R:3:lowdin_charge:R:1 method="wB97M-V/def2-TZVPD" charge=+1 orbital_gap_ev=10.1
C -0.214 1.794 -2.012 -0.061
H -1.860 0.743 -0.961 0.109
H 2.130 -2.387 -1.841 0.072
H -1.269 -1.489 0.615 0.146
H 1.035 -1.523 2.226 0.158
O 1.777 -1.711 -1.263 -0.037
H -0.911 2.697 -2.106 0.097
H 1.110 -1.714 0.397 0.144
H -2.034 1.003 1.177 0.123
C -1.054 0.658 1.538 -0.111
H -0.821 1.130 2.478 0.117
H -0.061 1.443 -3.043 0.067
H -0.034 2.093 0.519 0.127
N 0.713 -1.267 1.301 0.167
H 2.120 -0.929 -1.728 0.082
H 0.761 2.103 -1.611 0.061
H 0.930 -0.286 1.248 0.103
C -0.767 0.721 -0.944 -0.288
N -0.255 1.113 0.322 -0.160
C -0.772 -0.901 1.463 -0.125
H -1.193 -1.419 2.309 0.110
H -0.475 -0.328 -1.214 0.099



So which one is most stable? That would be A, about 31.2 kcal/mol below the next structure.



A | 22
Properties=species:S:1:pos:R:3:lowdin_charge:R:1 method="wB97M-V/def2-TZVPD" charge=+1 orbital_gap_ev=9.3
H 1.216 1.418 -0.816 0.101
H 2.070 0.763 -2.937 0.051
H -0.473 -0.215 -1.332 0.124
C -0.758 0.043 -0.299 -0.223
C 0.420 0.082 0.641 -0.333
H -1.626 -2.498 -1.123 0.083
H -0.515 -0.546 2.513 0.091
H 0.950 0.310 2.685 0.093
N 1.299 1.261 0.220 0.198
C -1.417 -2.296 -0.068 -0.095
N -1.768 -0.895 0.183 -0.112
H -1.185 1.053 -0.279 0.138
H -0.371 -2.520 0.095 0.075
H 1.105 -0.765 0.572 0.148
H -0.581 1.184 2.261 0.098
H 2.289 1.224 0.429 0.166
H -2.611 -0.608 -0.284 0.110
H 1.015 2.116 0.704 0.167
C 0.028 0.295 2.093 -0.039
O 1.605 1.468 -2.535 -0.018
H 1.351 2.116 -3.211 0.092
H -2.044 -2.989 0.487 0.085



B | 22
Properties=species:S:1:pos:R:3:lowdin_charge:R:1 method="wB97M-V/def2-TZVPD" charge=+1 orbital_gap_ev=4.0
H 0.190 -1.034 2.124 0.068
H 3.720 0.088 0.619 0.135
H -1.911 -1.009 -2.335 0.110
H -3.679 -1.233 -0.432 0.146
N -1.864 -0.701 -1.368 0.092
H -1.305 -1.379 -0.858 0.082
H 1.467 -0.987 0.427 0.038
C -3.072 -0.318 -0.627 -0.242
N 2.146 -0.859 -0.378 0.159
C -2.448 0.335 0.595 -0.063
C 2.094 1.491 0.297 -0.078
C 2.997 0.327 -0.162 -0.243
H -3.112 0.690 1.384 0.100
H 1.466 1.129 1.119 0.063
H -1.691 -0.370 1.020 0.060
H -1.896 1.173 0.182 0.087
H 2.770 2.335 0.496 0.091
H 3.466 0.662 -1.097 0.147
H 1.415 1.768 -0.511 0.084
H -3.640 0.364 -1.276 0.138
H 2.806 -1.640 -0.387 0.117
O 0.083 -0.832 1.169 -0.090



So which one is most stable? That would be A, about 171.5 kcal/mol below the next structure.



A | 12
Properties=species:S:1:pos:R:3:lowdin_charge:R:1 method="wB97M-V/def2-TZVPD" charge=-1 orbital_gap_ev=9.1
H 2.020 -0.080 -1.629 -0.005
P -1.931 -0.865 -0.236 0.174
C 1.976 0.696 -0.913 -0.052
H 0.900 0.671 -0.687 -0.003
H -3.252 -1.132 0.415 -0.001
H 2.500 0.347 0.007 0.019
C -0.286 0.288 2.036 -0.003
C -1.060 -0.200 1.240 -0.216
O -1.313 -2.103 -0.789 -0.451
H 0.359 0.415 2.827 -0.027
H 2.310 1.737 -1.088 0.020
O -2.224 0.226 -1.184 -0.456



B | 12
Properties=species:S:1:pos:R:3:lowdin_charge:R:1 method="wB97M-V/def2-TZVPD" charge=-1 orbital_gap_ev=7.1
H 2.029 -0.967 1.483 0.072
H -1.589 -0.284 1.687 0.136
C -0.988 0.473 0.616 -0.248
H 0.812 -1.514 -1.963 -0.086
H 0.830 -2.375 -0.556 -0.093
H -2.643 1.584 0.133 -0.014
C 0.972 -1.436 -0.950 -0.274
P 0.801 0.017 -0.115 0.331
O 1.499 -0.110 1.387 -0.292
H -1.226 1.960 -0.875 0.028
O 1.168 1.289 -0.743 -0.399
C -1.665 1.364 -0.105 -0.160



So which one is most stable? That would be A, about 33.2 kcal/mol below the next structure.